The following is a quantum chemistry calculation of a molecular structure, C52H55AsN3O5PSZn, from the OMol25 dataset.

Geometry as XYZ:
```
119
Properties=species:S:1:pos:R:3:forces:R:3
Zn 0.636503 -0.008524 -0.546410 0.1 -0.2 0.0
O -4.057977 -1.997317 -2.566627 0.1 0.1 0.0
C -3.619898 -2.996171 -1.782993 0.0 0.0 0.0
C -4.462594 -4.098789 -1.629715 0.0 0.0 0.0
C -4.071791 -5.180590 -0.869239 0.0 0.0 0.0
C -2.826402 -5.196211 -0.244067 0.0 0.0 0.0
C -1.998323 -4.102532 -0.377618 0.0 0.0 0.0
C -2.374012 -2.983725 -1.125780 0.0 0.0 0.0
C -1.445467 -1.833894 -1.176487 0.0 0.0 -0.1
O -0.404336 -1.825342 -0.461530 0.0 0.1 0.1
N -1.780216 -0.842216 -2.016301 -0.1 -0.1 0.0
N -0.860889 0.145694 -2.003033 0.0 0.1 0.0
C -0.990620 1.117394 -2.817939 0.0 0.0 0.0
C 0.079653 2.111189 -2.920843 0.0 0.0 0.0
C -0.056142 3.207464 -3.761608 0.0 0.0 0.0
C 1.011060 4.082170 -3.889273 0.0 0.0 0.0
C 2.169847 3.821694 -3.181223 0.0 0.0 0.0
C 2.215369 2.706068 -2.352995 0.0 0.0 0.0
N 1.191577 1.867688 -2.214297 0.0 0.0 0.0
H -3.337301 -1.320693 -2.595925 0.0 0.0 0.0
H -5.421127 -4.077031 -2.131269 0.0 0.0 0.0
H -4.740230 -6.026648 -0.766937 0.0 0.0 0.0
H -2.512825 -6.052010 0.338738 0.0 0.0 0.0
H -1.023779 -4.089814 0.089317 0.0 0.0 0.0
H -1.849603 1.169871 -3.482089 0.0 0.0 0.0
H -0.980224 3.359135 -4.303903 0.0 0.0 0.0
H 0.938088 4.946427 -4.536453 0.0 0.0 0.0
H 3.033811 4.467187 -3.254640 0.0 0.0 0.0
H 3.091964 2.476064 -1.763683 0.0 0.0 0.0
C -0.574491 2.318956 3.490088 0.0 0.0 0.0
C -1.854492 1.784120 2.840369 0.0 0.0 0.0
C -2.199697 2.702104 1.658830 0.0 0.0 0.0
C -3.001386 1.835065 3.849123 0.0 0.0 0.0
P -1.565841 0.092765 2.048276 0.0 0.0 0.0
C -3.306430 -0.422664 1.749339 0.0 0.0 0.0
C -4.150174 -1.071655 2.653471 0.0 0.0 0.0
C -5.448889 -1.409117 2.307247 0.0 0.0 0.0
C -5.945694 -1.086089 1.051281 0.0 0.0 0.0
C -5.132849 -0.422932 0.147149 0.0 0.0 0.0
C -3.826777 -0.104188 0.495102 0.0 0.0 0.0
C -0.882162 -1.110045 3.333766 0.0 0.0 0.0
C 0.644706 -0.942378 3.299989 0.0 0.0 0.0
C -1.342702 -0.986897 4.789150 0.0 0.0 0.0
C -1.187271 -2.522887 2.821796 0.0 0.0 0.0
H -0.703486 3.385944 3.699079 0.0 0.0 0.0
H 0.286432 2.212586 2.836471 0.0 0.0 0.0
H -0.352700 1.826995 4.435626 0.0 -0.1 0.0
H -2.357628 3.721616 2.024635 0.0 0.0 0.0
H -3.113768 2.381474 1.153329 0.0 0.0 0.0
H -1.384708 2.720976 0.932438 0.0 0.0 0.0
H -3.093079 2.856189 4.233689 0.0 0.0 0.0
H -2.831313 1.175463 4.700787 0.0 0.0 0.0
H -3.953223 1.563240 3.391548 0.0 0.0 0.0
H -3.798795 -1.323836 3.643296 0.0 0.0 0.0
H -6.076963 -1.924500 3.023316 0.0 0.0 0.0
H -6.958736 -1.354577 0.779839 0.0 0.0 0.0
H -5.501431 -0.179836 -0.840784 0.0 0.0 0.0
H -3.190465 0.388009 -0.229711 0.0 0.0 0.0
H 0.982668 0.036422 3.631312 0.0 0.0 0.0
H 1.035324 -1.084857 2.289985 0.0 0.0 0.0
H 1.102598 -1.694676 3.951091 0.0 0.0 0.0
H -1.052750 -0.037224 5.234025 0.0 0.0 0.0
H -0.860071 -1.777932 5.372313 0.0 0.0 0.0
H -2.417896 -1.103093 4.916263 0.0 0.0 0.0
H -0.870507 -2.628347 1.784251 0.0 0.0 0.0
H -2.244225 -2.781206 2.875386 0.0 0.0 0.0
H -0.631493 -3.244719 3.430381 0.0 0.0 0.0
C 1.787700 7.564171 2.533354 0.0 0.0 0.0
C 1.982187 6.106256 2.218164 0.0 0.0 0.0
C 2.828416 5.312338 2.983659 0.0 0.0 0.0
C 3.014121 3.968730 2.687566 0.0 0.0 0.0
C 2.347828 3.410943 1.610161 0.0 0.0 0.0
C 1.494811 4.184777 0.834378 0.0 0.0 0.0
C 1.316228 5.521800 1.141243 0.0 0.0 0.0
S 2.607533 1.701531 1.222444 0.0 0.0 0.0
O 3.500230 1.643895 0.082450 0.0 0.0 0.0
O 3.073155 1.057897 2.422024 0.0 0.0 0.0
O 1.223482 1.252933 0.842467 -0.1 -0.1 -0.1
H 2.201335 7.816219 3.508934 0.0 0.0 0.0
H 0.729570 7.828779 2.532965 0.0 0.0 0.0
H 2.281773 8.191290 1.788325 0.0 0.0 0.0
H 3.344084 5.747398 3.831626 0.0 0.0 0.0
H 3.656047 3.345009 3.295255 0.0 0.0 0.0
H 0.959395 3.732661 0.009301 0.0 0.0 0.0
H 0.639366 6.121681 0.543052 0.0 0.0 0.0
C 6.754275 -1.064885 1.499491 0.0 0.0 0.0
C 5.794609 -1.974599 1.914806 0.0 0.0 0.0
C 4.626807 -2.137260 1.182957 0.0 0.0 0.0
C 4.412281 -1.386588 0.033687 0.0 -0.1 0.0
C 5.370343 -0.464529 -0.372295 0.0 0.0 0.0
C 6.540526 -0.311832 0.353659 0.0 0.0 0.0
As 2.734974 -1.543701 -0.932924 0.0 0.1 0.0
C 3.291533 -1.490781 -2.785797 0.0 0.0 0.0
C 2.374134 -1.025166 -3.722031 0.0 0.0 0.0
C 2.697219 -1.005540 -5.072149 0.0 0.0 0.0
C 3.941795 -1.450336 -5.491492 0.0 0.0 0.0
C 4.859906 -1.921452 -4.561946 0.0 0.0 0.0
C 4.536172 -1.945798 -3.213437 0.0 0.0 0.0
C 2.330179 -3.426679 -0.682446 0.0 0.0 0.0
C 2.584486 -4.379232 -1.660430 0.0 0.0 0.0
C 2.285524 -5.716269 -1.426437 0.0 0.0 0.0
C 1.743389 -6.109222 -0.212911 0.0 0.0 0.0
C 1.484309 -5.158865 0.766168 0.0 0.0 0.0
C 1.762603 -3.822690 0.526327 0.0 0.0 0.0
H 7.664382 -0.936479 2.071291 0.0 0.0 0.0
H 5.949491 -2.560034 2.811874 0.0 0.0 0.0
H 3.892657 -2.857854 1.518507 0.0 0.0 0.0
H 5.198481 0.153529 -1.242987 0.0 0.0 0.0
H 7.279399 0.410281 0.030599 0.0 0.0 0.0
H 1.401019 -0.672735 -3.398805 0.0 0.0 0.0
H 1.976263 -0.642144 -5.793389 0.0 0.0 0.0
H 4.197007 -1.434379 -6.543345 0.0 0.0 0.0
H 5.830232 -2.273869 -4.887697 0.0 0.0 0.0
H 5.254330 -2.317385 -2.493334 0.0 0.0 0.0
H 3.009832 -4.089078 -2.612857 0.0 0.0 0.0
H 2.479830 -6.450127 -2.198246 0.0 0.0 0.0
H 1.514366 -7.151578 -0.032198 0.0 0.0 0.0
H 1.046602 -5.453790 1.712167 0.0 0.0 0.0
H 1.515385 -3.086307 1.282320 0.0 0.0 0.0
```
Forces are in eV/Å.

Results
ΔE to the lowest compared entry with this formula, charge and spin = 0.0 kJ/mol
HOMO energy = -7.9 eV
frontier orbital gap = 7.29 eV

The following is a quantum chemistry calculation of a molecular structure, C30H36BFN10O8Sn in a non-equilibrium geometry, from the OMol25 dataset.

Geometry as XYZ:
```
87
Properties=species:S:1:pos:R:3:forces:R:3
Sn -21.777062 -14.127975 3.905176 -0.8 -0.4 0.8
C -21.731484 -13.859925 8.394349 1.9 -0.4 -0.4
C -22.821138 -14.445117 7.621736 0.3 -0.3 -1.6
N -22.850472 -14.505741 6.279772 -0.9 -0.3 -0.4
C -24.047767 -15.120469 5.955455 -0.3 -0.5 -0.2
C -24.727078 -15.442070 7.119174 0.8 -0.2 -0.6
N -23.893544 -15.042523 8.143674 -0.8 0.1 0.7
C -25.980473 -16.154675 7.446871 -1.0 -0.3 1.4
O -26.656238 -16.706531 6.444639 0.5 0.6 0.3
O -26.322540 -16.199837 8.626291 0.5 -0.1 -1.8
C -24.387282 -15.479957 4.487820 -1.2 -0.8 2.1
O -25.334009 -16.225341 4.211165 1.1 1.1 0.4
O -23.613230 -14.977526 3.600547 1.4 0.1 -0.4
H -20.761260 -14.153676 7.884247 -1.0 0.4 0.5
H -21.695502 -14.307841 9.388188 -0.1 0.5 0.1
H -21.780925 -12.766564 8.391694 -0.1 -0.2 0.3
H -24.093917 -15.159575 9.160726 0.0 0.1 -1.3
H -26.225351 -16.489222 5.559181 -0.2 -0.4 0.4
C -14.260497 -13.984911 1.550468 0.8 0.1 -0.3
C -15.002417 -13.137959 2.575254 -0.6 -0.8 0.4
N -16.477450 -13.372219 2.503928 0.1 0.6 0.5
C -17.115584 -13.831551 3.579015 0.0 0.6 -0.2
C -18.485576 -13.971563 3.674480 0.9 0.0 0.3
C -18.902749 -14.504414 5.019285 -1.8 -0.7 1.5
O -18.107528 -14.957003 5.835308 -0.3 0.7 -1.4
O -20.203461 -14.447082 5.326318 0.8 0.6 -1.3
C -19.235037 -13.671010 2.533284 -3.1 -2.0 -0.8
O -20.530606 -13.977103 2.331080 2.7 0.8 0.9
C -18.599480 -13.223949 1.352217 1.1 1.0 -0.8
C -19.272651 -12.985818 0.111537 1.9 0.4 0.7
C -18.516565 -12.558556 -0.959208 -0.9 -0.4 -0.2
F -19.134818 -12.645811 -2.152242 0.2 0.5 -0.3
C -17.188961 -12.074672 -0.889547 0.4 -0.3 0.9
C -16.585471 -12.302489 0.338286 1.0 0.8 0.0
C -17.207087 -12.950785 1.408503 -0.6 -0.4 -0.6
N -16.483806 -11.416648 -1.912473 0.0 0.1 1.2
C -15.034734 -11.566827 -2.044857 -0.1 0.3 -0.3
C -14.387086 -10.269190 -2.542518 0.2 0.8 0.5
N -15.055253 -9.906822 -3.866601 0.5 -0.3 -0.5
C -16.501241 -9.596737 -3.672090 -0.9 0.8 1.2
C -17.238798 -10.748690 -2.937809 0.4 -0.6 -1.9
H -13.171061 -13.886015 1.753288 -0.7 -0.2 -0.2
H -14.440997 -13.659064 0.513500 0.1 -0.2 0.4
H -14.533808 -15.053243 1.602728 0.1 0.5 0.2
H -14.872510 -12.058872 2.505823 0.4 0.0 -0.2
H -14.704553 -13.449144 3.589308 -0.1 0.2 -0.4
H -16.524442 -14.035323 4.458183 0.1 -0.3 0.0
H -20.324620 -13.102661 -0.016366 -0.5 -0.4 0.0
H -15.588670 -11.862462 0.497277 -0.6 -0.5 0.0
H -14.796171 -12.333778 -2.796642 0.0 -0.2 0.1
H -14.559061 -11.889996 -1.101143 -0.3 0.3 -0.6
H -13.287023 -10.393340 -2.706942 -1.0 0.1 0.0
H -14.571786 -9.367764 -1.871703 0.2 -1.3 -0.7
H -14.964167 -10.682299 -4.569746 0.1 0.7 0.8
H -14.584248 -9.085492 -4.278459 -0.2 -0.4 0.1
H -16.967174 -9.448807 -4.640783 0.1 -0.1 -0.2
H -16.588485 -8.611513 -3.140576 0.4 -1.0 -0.3
H -17.505286 -11.479149 -3.736661 0.0 0.3 0.3
H -18.173086 -10.375856 -2.538151 -0.1 0.2 0.1
B -24.044717 -11.293989 3.569151 -0.9 0.7 -0.2
N -24.102960 -12.396699 2.480316 2.2 -1.6 -0.8
C -25.100178 -12.867082 1.728113 -0.1 0.6 0.0
C -24.573673 -13.658396 0.683808 0.2 0.2 0.9
C -23.198411 -13.740558 0.972529 -0.8 0.5 -0.2
N -22.897335 -12.966535 2.041002 -0.9 0.1 0.5
N -22.643505 -11.106605 4.249097 0.6 -1.0 0.5
C -22.236144 -10.018973 4.931364 -1.4 -0.3 -1.0
C -21.139001 -10.305518 5.710474 -0.2 -1.1 -0.2
C -20.915377 -11.664294 5.487559 0.1 0.0 0.1
N -21.842896 -12.164566 4.605623 1.1 1.9 1.2
H -24.859603 -11.595390 4.411905 0.1 0.2 0.1
H -24.238791 -10.217592 3.028130 -0.2 -0.2 0.3
H -26.131829 -12.569727 2.001410 0.8 -0.2 -0.6
H -25.147614 -14.058532 -0.142201 0.2 -0.2 0.3
H -22.408083 -14.299657 0.450187 -0.5 0.3 0.4
H -22.866846 -9.136344 4.849237 0.4 -0.1 0.0
H -20.667218 -9.634343 6.394105 0.4 0.1 0.1
H -20.130116 -12.279773 5.939495 -0.6 0.2 -0.4
C -20.683267 -17.447867 5.791891 0.6 -0.6 -0.2
C -20.944977 -17.362516 4.308337 0.5 1.4 0.0
N -21.038829 -18.516577 3.675222 -0.4 0.5 -1.2
O -20.953825 -16.268148 3.640960 -0.9 -1.4 0.5
H -20.602277 -18.525778 6.066119 -0.2 0.9 0.1
H -21.441062 -16.928367 6.368343 -0.2 0.0 0.0
H -19.719638 -16.956322 6.014150 -0.4 -0.1 -0.1
H -21.042433 -19.394049 4.162960 0.0 -0.1 0.0
H -21.267457 -18.465386 2.676057 0.2 -0.3 0.7
```
Forces are in eV/Å.

Results
charge = +2
HOMO energy = -12.3 eV
frontier orbital gap = 6.62 eV

The following is a quantum chemistry calculation of 2 unconnected molecules or ions with the total composition C5H10O, from the OMol25 dataset.

Geometry as XYZ:
```
16
Properties=species:S:1:pos:R:3:forces:R:3
C 2.197610 0.074887 0.002114 0.0 0.0 0.1
C 1.034039 -0.451628 -0.841875 0.0 0.0 -0.1
C -0.267904 -0.517712 -0.095943 0.0 0.1 -0.1
O -0.154780 -1.224166 1.040630 -0.2 0.0 0.0
C -2.471243 1.105364 0.967057 0.4 -0.1 0.1
C -1.418386 0.044072 -0.528331 0.1 0.1 0.0
H 3.122722 0.057988 -0.582229 -0.1 0.0 0.1
H 2.342726 -0.541385 0.893211 0.0 0.1 -0.1
H 2.017218 1.105987 0.322628 0.0 -0.1 0.0
H 1.262727 -1.470822 -1.180115 0.0 0.1 0.0
H 0.892926 0.160875 -1.737052 0.0 -0.1 0.1
H -0.999766 -1.206751 1.515863 0.1 0.0 -0.1
H -1.935915 0.581682 1.793744 -0.1 0.1 -0.1
H -1.804849 1.966304 0.765378 -0.1 -0.1 0.0
H -2.417570 -0.212738 -0.130223 0.0 0.0 0.0
H -1.421677 0.618863 -1.446105 0.0 -0.1 0.1
```
Forces are in eV/Å.

Results
ΔE to the lowest compared entry with this formula, charge and spin = 481.1 kJ/mol
HOMO energy = -8.4 eV
frontier orbital gap = 8.60 eV

The following is a quantum chemistry calculation of a molecular structure, C8H18Br4HgN in a non-equilibrium geometry, from the OMol25 dataset.

Geometry as XYZ:
```
32
Properties=species:S:1:pos:R:3:forces:R:3
Hg -34.272810 14.264365 18.618465 0.1 -0.3 0.6
C -31.675267 14.696779 15.978061 0.0 -0.2 -0.1
C -31.711475 15.921635 15.089042 0.3 0.7 -0.3
C -32.695956 15.726539 13.963436 -0.6 -0.6 -0.2
N -32.915571 16.925549 13.057575 -0.8 0.1 0.4
C -31.662949 17.182603 12.282658 -0.9 0.4 0.3
C -33.363586 18.152828 13.832301 0.9 1.7 0.6
C -34.453213 18.830470 13.040497 -0.2 -0.9 -0.2
C -35.250425 17.602184 12.598304 -0.1 0.1 -0.4
C -34.121702 16.664084 12.142875 -0.2 0.5 0.0
H -30.761463 14.631801 16.564677 -0.1 0.2 0.1
H -31.766373 13.765325 15.415360 0.0 0.0 -0.1
H -32.516720 14.765892 16.643886 -0.1 -0.3 0.3
H -30.700260 16.158977 14.743696 0.0 -0.1 -0.3
H -32.043033 16.810114 15.634457 0.1 -0.2 0.4
H -33.685639 15.466644 14.350458 0.1 0.3 0.4
H -32.453203 14.885020 13.309094 0.4 0.2 -0.1
H -31.877500 18.036542 11.642389 0.3 0.0 -0.1
H -31.430355 16.294284 11.703623 0.1 0.0 0.0
H -30.896414 17.416106 13.013863 0.2 0.0 -0.2
H -32.542451 18.867984 13.919694 0.4 -0.5 0.2
H -33.726608 17.940522 14.837701 0.1 -0.8 -0.1
H -34.003088 19.340415 12.184463 -0.2 0.0 -0.2
H -35.016254 19.560222 13.615881 0.0 -0.1 0.2
H -35.933606 17.859479 11.787763 0.1 -0.3 -0.2
H -35.857841 17.137771 13.374429 0.2 0.2 0.4
H -33.838031 17.008488 11.149829 0.2 -0.5 -0.1
H -34.368362 15.610231 12.214555 0.1 0.0 -0.3
Br -31.894781 15.193346 19.829696 -0.6 -0.2 -0.5
Br -35.048407 16.148105 16.601110 0.1 0.0 0.0
Br -33.850620 11.890422 17.322399 -0.1 0.6 0.1
Br -36.103673 13.991731 20.576849 0.4 0.1 -0.6
```
Forces are in eV/Å.

Results
ΔE to the lowest compared entry with this formula, charge and spin = 4.0 kJ/mol
charge = -1
HOMO energy = -4.8 eV
frontier orbital gap = 6.24 eV

The following is a quantum chemistry calculation of 2 unconnected molecules or ions with the total composition C4H11N3O, from the OMol25 dataset.

Geometry as XYZ:
```
19
Properties=species:S:1:pos:R:3:forces:R:3
C -0.260383 -0.963037 -2.468541 0.2 -0.5 -0.4
C 0.601772 -0.123354 -1.894397 -0.6 0.2 0.5
N 0.273747 0.804583 -0.915876 0.7 -0.5 -0.4
C 1.050160 2.029777 -0.833783 -0.3 -0.3 0.1
H -1.324844 -0.988313 -2.273109 0.0 0.3 0.1
H 0.102131 -1.697152 -3.176189 0.0 0.0 0.1
H 1.661218 -0.185879 -2.112641 0.0 0.1 -0.1
H -0.701911 0.817192 -0.678744 -0.1 0.4 0.1
H 0.925521 2.457601 0.159042 0.1 0.1 0.0
H 2.095695 1.757060 -0.974430 0.1 0.1 0.1
H 0.780125 2.762992 -1.600976 0.0 0.0 0.0
N 0.195082 -1.395132 1.446855 -0.5 -0.2 0.4
C -0.430990 -0.410887 2.180111 0.4 0.0 -0.3
N -1.681442 -0.743578 2.663015 -0.1 0.6 0.3
O 0.069122 0.681348 2.358593 -0.1 0.2 0.1
H -0.421053 -2.037834 0.980454 0.0 -0.2 -0.1
H 0.922871 -1.029764 0.867590 0.3 0.2 -0.3
H -1.852185 -1.686842 2.947225 0.0 -0.4 0.0
H -2.004628 -0.048776 3.325802 0.0 -0.2 -0.1
```
Forces are in eV/Å.

Results
ΔE to the lowest compared entry with this formula, charge and spin = 75.8 kJ/mol
SMILES = NC(N)=O.C=CNC
HOMO energy = -8.0 eV
frontier orbital gap = 8.90 eV

HOMO energy of number 2 (C30H36BFN10O8Sn)? -12.3 eV